DFT (wB97M-V/def2-TZVPD) results for 6 unconnected molecules or ions with the total composition C47H70F3N8O5S at a distorted geometry.

- HOMO level (alpha / beta) (eV) = -16.46 / -20.39
- multiplicity = 2
- charge = +6
- orbital gap (alpha / beta) (eV) = 2.74 / 6.67

Each line ends with the Mulliken charge.
Element x y z (Å)
C: -6.169 4.443 -1.026  -0.98
N: -4.864 3.877 -0.638  0.17
C: -4.214 4.746 0.414  -0.70
C: -5.020 2.414 -0.238  -0.74
C: -4.077 3.825 -1.990  -1.47
C: -2.571 3.577 -1.930  0.14
O: -2.245 2.569 -0.992  0.81
H: -6.660 3.854 -1.801  0.39
H: -6.006 5.457 -1.391  0.49
H: -6.819 4.437 -0.151  0.41
H: -3.644 4.050 1.030  0.14
H: -4.963 5.381 0.888  0.41
H: -3.625 5.377 -0.251  0.31
H: -4.110 1.990 0.186  0.11
H: -5.322 1.830 -1.107  0.35
H: -5.682 2.354 0.626  0.46
H: -4.183 4.761 -2.537  0.37
H: -4.526 3.119 -2.689  0.51
H: -2.041 4.523 -1.824  0.42
H: -2.302 3.175 -2.907  0.16
H: -1.494 2.060 -1.307  -0.18
C: 3.695 -5.710 -2.491  -0.98
N: 4.924 -4.729 -2.468  0.04
C: 5.218 -4.361 -3.930  -0.93
C: 4.481 -3.414 -1.775  -1.37
C: 6.108 -5.393 -1.708  -0.27
C: 7.476 -4.870 -1.979  -0.71
O: 8.372 -5.491 -1.159  -0.46
H: 2.748 -5.316 -2.861  0.37
H: 3.335 -6.143 -1.558  0.40
H: 4.003 -6.568 -3.089  0.47
H: 4.377 -3.857 -4.406  0.34
H: 5.291 -5.281 -4.508  0.40
H: 6.177 -3.843 -3.917  0.41
H: 4.153 -3.618 -0.755  0.45
H: 3.591 -2.965 -2.216  0.43
H: 5.291 -2.686 -1.773  0.49
H: 6.033 -6.434 -2.021  0.51
H: 5.710 -5.259 -0.702  0.21
H: 7.563 -3.805 -1.764  0.38
H: 7.784 -4.864 -3.024  0.41
H: 8.291 -6.417 -1.398  0.35
C: 4.697 7.875 1.082  -0.89
N: 4.285 6.876 0.095  0.03
C: 3.548 5.849 0.548  -0.55
C: 2.994 4.919 -0.324  -0.46
C: 3.276 5.050 -1.690  -0.38
C: 4.150 6.057 -2.128  -0.53
C: 4.695 6.986 -1.240  -0.40
C: 2.586 4.150 -2.608  1.21
C: 3.324 2.992 -3.013  -0.66
C: 2.617 2.089 -3.896  -0.44
N: 1.402 2.411 -4.340  0.12
C: 0.784 3.555 -4.054  -0.66
C: 1.321 4.461 -3.097  -0.51
C: 0.697 1.504 -5.143  -1.04
H: 3.836 8.101 1.711  0.41
H: 4.931 8.728 0.444  0.32
H: 5.587 7.514 1.598  0.33
H: 3.251 5.927 1.583  0.50
H: 2.436 4.063 0.025  0.82
H: 4.259 6.050 -3.202  0.60
H: 5.340 7.809 -1.509  0.48
H: 4.336 2.764 -2.713  0.60
H: 2.886 1.054 -4.048  0.54
H: -0.246 3.606 -4.375  0.63
H: 0.941 5.423 -2.784  0.69
H: -0.248 1.177 -4.710  0.36
H: 1.287 0.594 -5.255  0.34
H: 0.660 2.039 -6.092  0.45
C: -2.605 -2.207 -2.960  -0.97
N: -2.216 -2.985 -1.817  0.24
C: -1.389 -2.581 -0.785  -0.51
C: -1.083 -3.488 0.251  -0.31
C: -1.819 -4.655 0.445  0.08
C: -2.796 -4.944 -0.524  -0.43
C: -2.989 -4.133 -1.593  -0.79
C: -1.686 -5.444 1.701  0.90
C: -0.428 -5.930 2.017  -0.81
C: -0.279 -6.684 3.158  -0.31
N: -1.386 -7.042 3.918  0.05
C: -2.622 -6.765 3.514  -0.36
C: -2.768 -5.844 2.494  -0.86
C: -1.117 -7.920 5.034  -0.99
H: -2.725 -2.746 -3.900  0.36
H: -1.728 -1.566 -3.054  0.21
H: -3.511 -1.645 -2.737  0.34
H: -0.916 -1.621 -0.929  0.21
H: -0.260 -3.242 0.906  0.66
H: -3.403 -5.837 -0.494  0.54
H: -3.689 -4.485 -2.337  0.37
H: 0.341 -5.805 1.269  0.61
H: 0.706 -6.954 3.510  0.41
H: -3.368 -7.230 4.141  0.54
H: -3.791 -5.524 2.361  0.70
H: -0.126 -7.727 5.444  0.37
H: -1.188 -8.954 4.697  0.34
H: -1.811 -7.604 5.813  0.39
C: -4.764 -2.938 5.219  -0.79
N: -4.042 -1.674 4.910  0.10
C: -3.135 -1.757 3.876  -0.42
C: -2.462 -0.584 3.480  -0.29
C: -2.670 0.602 4.067  0.84
C: -3.624 0.680 5.101  -0.72
C: -4.340 -0.457 5.428  -0.50
C: -2.063 1.891 3.499  0.96
C: -1.721 2.056 2.087  -0.18
C: -0.922 3.165 1.713  -0.49
N: -0.738 4.208 2.591  0.21
C: -0.859 4.017 3.942  -0.70
C: -1.627 2.882 4.396  -0.74
C: 0.020 5.310 2.075  -1.37
H: -4.541 -2.905 6.286  0.43
H: -4.323 -3.818 4.752  0.21
H: -5.809 -2.692 5.029  0.36
H: -2.947 -2.737 3.464  0.46
H: -1.937 -0.542 2.537  0.40
H: -3.749 1.554 5.723  0.50
H: -5.179 -0.400 6.106  0.49
H: -2.116 1.286 1.442  0.52
H: -0.517 3.333 0.726  0.40
H: -0.460 4.834 4.525  0.51
H: -1.764 2.675 5.447  0.53
H: 1.052 5.114 2.364  0.57
H: -0.484 6.147 2.559  0.44
H: -0.234 5.371 1.017  0.39
C: 2.342 -0.441 -1.106  0.28
F: 2.198 -1.663 -0.566  -0.19
F: 3.509 0.034 -0.744  -0.22
F: 2.191 -0.521 -2.398  -0.16
S: 0.876 0.621 -0.301  0.58
O: 0.097 1.025 -1.480  -0.68
O: 0.114 -0.260 0.602  -0.42
O: 1.562 1.734 0.368  -0.64

---

DFT (wB97M-V/def2-TZVPD) results for a single C4H3FO molecule at a distorted geometry.

- HOMO level (alpha / beta) (eV) = -7.67 / -7.62
- charge = 0
- orbital gap (alpha / beta) (eV) = 8.44 / 7.61
- energy relative to the best compared isomer or geometry (same formula, charge and spin) (eV) = 4.7071

Each line ends with the Mulliken charge.
Element x y z (Å)
C: 2.811 0.087 0.046  0.18
C: 1.622 0.100 -0.127  -0.53
C: 0.228 0.322 -0.231  -0.44
C: -2.024 -0.445 0.163  0.06
O: -0.714 -0.513 0.197  -0.22
F: -2.889 0.515 -0.277  -0.20
H: 3.806 0.035 0.306  0.45
H: -0.221 1.139 -0.749  0.37
H: -2.618 -1.240 0.673  0.34